A structure of composition C39H37N2P2RuSi, computed with the ωB97M-V functional and the def2-TZVPD basis.

Structure (XYZ):
```
82
C39H37N2P2RuSi, DFT the ωB97M-V functional and the def2-TZVPD basis
Ru -0.5035 0.3446 -0.0952
C -1.6404 -1.0478 3.1735
P -0.8888 -1.7664 -0.4791
C -2.1431 -2.5099 -1.5524
C -2.2193 -3.8953 -1.7217
C -3.1277 -4.4511 -2.6059
C -3.9660 -3.6335 -3.3537
C -3.8781 -2.2559 -3.2152
C -2.9734 -1.6996 -2.3239
C -0.7186 -2.9733 0.8816
C 0.5352 -3.1597 1.4710
C 0.7049 -4.0071 2.5537
C -0.3835 -4.6908 3.0787
C -1.6358 -4.5210 2.5028
C -1.8003 -3.6777 1.4142
C -0.4304 -0.4925 3.1371
C 0.5278 -0.3754 4.2356
C 1.6121 0.2361 3.7334
C 1.3339 0.4998 2.3240
C 2.2460 1.2070 1.3891
P 1.8246 0.7805 -0.3718
C 3.1014 -0.4461 -0.8245
C 4.4557 -0.1135 -0.7437
C 5.4255 -1.0535 -1.0425
C 5.0558 -2.3366 -1.4322
C 3.7144 -2.6667 -1.5334
C 2.7406 -1.7213 -1.2331
C 2.3650 2.2164 -1.3527
C 2.3749 1.9973 -2.7338
C 2.6370 3.0320 -3.6119
C 2.8949 4.3095 -3.1267
C 2.8780 4.5390 -1.7613
C 2.6011 3.5006 -0.8808
N 0.1516 0.0759 1.9682
H -2.2396 -1.0943 2.2791
H -2.0228 -1.4675 4.0930
H -1.5618 -4.5455 -1.1576
H -3.1757 -5.5268 -2.7173
H -4.6739 -4.0687 -4.0469
H -4.5107 -1.6056 -3.8052
H -2.8919 -0.6279 -2.2424
H 1.3943 -2.6201 1.0851
H 1.6893 -4.1330 2.9858
H -0.2571 -5.3556 3.9233
H -2.4922 -5.0496 2.9030
H -2.7865 -3.5548 0.9824
H 0.3508 -0.7308 5.2372
H 2.5271 0.5053 4.2363
H 2.0746 2.2828 1.4992
H 3.2869 0.9994 1.6485
H 4.7490 0.8900 -0.4575
H 6.4717 -0.7840 -0.9796
H 5.8156 -3.0701 -1.6680
H 3.4182 -3.6563 -1.8549
H 1.6922 -1.9714 -1.3541
H 2.1552 1.0110 -3.1264
H 2.6238 2.8440 -4.6769
H 3.0982 5.1210 -3.8128
H 3.0721 5.5296 -1.3706
H 2.5820 3.7148 0.1806
N -0.9890 1.1076 -3.1335
C -0.7981 0.8101 -2.0297
C -3.8527 1.5748 -1.1377
Si -2.6329 1.1638 0.2288
C -3.7622 0.9516 1.7243
C -1.4676 2.6571 0.5359
C -1.1700 3.5418 -0.5158
C -0.4769 4.7202 -0.2863
C -0.0349 5.0274 0.9923
C -0.2805 4.1546 2.0428
C -0.9901 2.9847 1.8121
H -4.3958 2.4846 -0.8726
H -4.5822 0.7654 -1.2007
H -3.3931 1.7076 -2.1147
H -4.5646 1.6918 1.6920
H -3.2491 1.0617 2.6819
H -4.2340 -0.0347 1.7040
H -1.4892 3.2966 -1.5203
H -0.2675 5.3889 -1.1113
H 0.5073 5.9483 1.1707
H 0.0640 4.3926 3.0419
H -1.2011 2.3237 2.6450
```

## Properties
Calculated total energy ... -2684.98285 a.u.
Relative energy (zero: lowest compared OMol25 entry of this formula, charge and spin) ... 1.4568 eV
Highest occupied orbital energy (alpha / beta) ... -6.146 / -7.631 eV
Kohn-Sham gap (alpha / beta) ... 0.1978 / 0.2523 Eh
2S+1 ... 2
Molecular weight ... 724.8 Da

Atomic partial charges in e from the Löwdin method, atoms 1 to 5: 0.43 0.13 0.93 -0.41 -0.12

***

A structure of composition C16H24F6NO7PS3Ti, computed with the ωB97M-V functional and the def2-TZVPD basis.

Structure (XYZ):
```
59
C16H24F6NO7PS3Ti, DFT the ωB97M-V functional and the def2-TZVPD basis
Ti 0.4408 0.7996 -0.9660
C -2.3982 1.0110 0.6328
C -1.4883 1.3317 1.5959
C -1.2320 0.1213 2.3873
C -2.0644 -0.9041 1.9205
C -2.7943 -0.3901 0.8496
C -3.8663 -1.0539 0.0580
C -2.1234 -2.2790 2.5132
C -0.2466 0.0152 3.4936
C -0.9811 2.6804 1.9807
C -3.1004 1.9543 -0.2951
H -3.6469 -1.0126 -1.0125
H -4.8202 -0.5335 0.1961
H -4.0077 -2.0954 0.3460
H -1.1898 -2.8260 2.3591
H -2.9311 -2.8696 2.0785
H -2.3024 -2.2342 3.5909
H 0.3289 -0.9095 3.4051
H -0.7506 -0.0083 4.4676
H 0.4638 0.8392 3.4810
H 0.1026 2.6842 2.0985
H -1.4103 2.9738 2.9453
H -1.2471 3.4395 1.2479
H -3.9416 2.4449 0.2072
H -3.4877 1.4388 -1.1734
H -2.4255 2.7346 -0.6495
F 3.8770 0.8265 -3.9842
C 4.4042 0.1444 -3.0011
F 1.9405 0.4184 -1.8705
F 4.8087 1.0245 -2.1420
S 2.7385 1.4639 1.0700
O 1.3193 0.8569 0.8834
O 3.0367 1.4617 2.4997
N 2.4152 3.1214 0.7568
S 1.4788 3.7499 -0.2342
O 0.9419 5.0299 0.1284
O 0.4288 2.8522 -0.8357
C 2.4633 4.1524 -1.7600
F 1.8339 5.0502 -2.5272
F 2.6789 3.0616 -2.5019
F 3.6516 4.6628 -1.4220
S -2.1138 -0.0877 -3.3119
C -0.9714 0.3647 -2.3351
C 2.8543 -3.2227 0.4259
O 2.1545 -1.9977 0.2094
P 0.8197 -1.9094 -0.6517
O -0.0664 -3.0562 0.0783
C -1.2759 -3.4285 -0.5827
O 1.1201 -2.7514 -2.0049
C 1.4877 -2.1081 -3.2358
H 3.8632 -2.9546 0.7294
H 2.8898 -3.8189 -0.4863
H 2.3689 -3.7938 1.2170
H -1.0575 -4.0770 -1.4308
H -1.8175 -2.5471 -0.9346
H -1.8889 -3.9575 0.1432
H 2.5676 -1.9665 -3.2672
H 0.9955 -1.1442 -3.3418
H 1.1725 -2.7724 -4.0384
```

## Properties
Calculated total energy ... -4190.15473 a.u.
Relative energy (zero: lowest compared OMol25 entry of this formula, charge and spin) ... 0.9756 eV
Highest occupied orbital energy (alpha / beta) ... -4.041 / -5.209 eV
Kohn-Sham gap (alpha / beta) ... 0.2390 / 0.2494 Eh
2S+1 ... 4
Net charge ... -1
Molecular weight ... 631.4 Da

Atomic partial charges in e from the Löwdin method, atoms 1 to 5: 0.79 -0.23 -0.22 -0.16 -0.22

***

A structure of composition C20H23AsBCrI2NO8S3 in a non-equilibrium geometry, computed with the ωB97M-V functional and the def2-TZVPD basis.

Structure (XYZ):
```
60
C20H23AsBCrI2NO8S3, DFT the ωB97M-V functional and the def2-TZVPD basis
Cr -0.7043 0.4775 -0.3320
S -0.9304 2.6261 1.4862
C -1.3692 3.0735 -0.0633
N -1.0890 2.2879 -1.0870
C -1.4284 2.8240 -2.3134
C -1.1558 2.2790 -3.5648
C -1.6036 2.9397 -4.6951
C -2.2996 4.1417 -4.5985
C -2.5380 4.7180 -3.3598
C -2.0930 4.0574 -2.2266
S -2.2105 4.5452 -0.5499
H -0.5831 1.3645 -3.6491
H -1.4087 2.5059 -5.6678
H -2.6501 4.6334 -5.4973
H -3.0539 5.6659 -3.2702
I 1.9869 -0.0189 2.4864
C 0.5610 -1.6049 2.5621
I -0.2173 -2.0651 0.5132
H -0.2532 -1.2723 3.1963
H 1.0633 -2.4607 2.9979
O -0.2240 -0.9163 -3.7267
As -1.2220 -0.9411 -2.2335
O 1.0903 0.6655 -0.9736
O -0.9408 -2.5156 -1.7285
C -2.8690 -0.6819 -3.2496
C -3.1082 -1.3007 -4.4662
C -4.2015 -0.9329 -5.2360
C -5.0468 0.0803 -4.7998
C -4.8390 0.6834 -3.5707
C -3.7598 0.2917 -2.7877
S -3.7218 -0.1301 -0.1669
O -3.5283 -1.4771 -0.6806
O -3.5590 0.8871 -1.5665
O -2.4833 0.3338 0.5649
H 0.6908 -1.0749 -3.4281
H -2.4115 -2.0566 -4.8065
H -4.3818 -1.4225 -6.1852
H -5.8747 0.4060 -5.4180
H -5.4927 1.4642 -3.2019
C 3.7688 -2.7404 -2.9148
C 3.5313 -1.2499 -2.7296
C 3.7135 -0.5118 -4.0581
O 2.1850 -1.0390 -2.2978
B 2.1692 0.0761 -1.4190
O 3.4828 0.4418 -1.1182
C 4.3560 -0.5899 -1.5807
C 5.6747 0.0344 -2.0125
C 4.5883 -1.5557 -0.4171
H 3.2188 -3.0881 -3.7903
H 3.4083 -3.2941 -2.0497
H 4.8315 -2.9445 -3.0621
H 2.9809 -0.8842 -4.7753
H 4.7159 -0.6608 -4.4616
H 3.5338 0.5547 -3.9131
H 5.5030 0.8794 -2.6772
H 6.3105 -0.6995 -2.5122
H 6.1946 0.4054 -1.1283
H 3.6456 -2.0221 -0.1246
H 4.9559 -0.9864 0.4367
H 5.3142 -2.3284 -0.6757
```

## Properties
Calculated total energy ... -6527.99100 a.u.
Highest occupied orbital energy (alpha / beta) ... -5.085 / -5.134 eV
Kohn-Sham gap (alpha / beta) ... 0.2661 / 0.2729 Eh
2S+1 ... 4
Net charge ... -1
Molecular weight ... 893.1 Da

Atomic partial charges in e from the Löwdin method, atoms 1 to 5: 0.34 0.61 -1.13 -0.13 -0.29

***

A structure of composition C3H3AlO2 in a non-equilibrium geometry, computed with the ωB97M-V functional and the def2-TZVPD basis.

Structure (XYZ):
```
9
C3H3AlO2, DFT the ωB97M-V functional and the def2-TZVPD basis
O 0.4338 -0.7042 0.1897
C -0.5066 -1.5810 0.7091
O -1.5584 -1.1301 1.2076
Al -0.6318 -2.1769 2.2437
C 0.0854 0.5642 -0.2409
C 0.8332 1.2002 -1.1357
H -0.8953 0.9058 0.0910
H 0.5150 2.1774 -1.4962
H 1.7248 0.7445 -1.5682
```

## Properties
Calculated total energy ... -508.08193 a.u.
Relative energy (zero: lowest compared OMol25 entry of this formula, charge and spin) ... 2.2012 eV
Highest occupied orbital energy (alpha / beta) ... -22.151 / -19.125 eV
Kohn-Sham gap (alpha / beta) ... 0.3775 / 0.1839 Eh
Net charge ... +2
Molecular weight ... 98.0 Da

Atomic partial charges in e from the Löwdin method, atoms 1 to 5: 0.10 -0.27 0.12 1.15 0.06